Here is an isolated molecule of CH3NOP2S in a non-equilibrium geometry from OMol25. Energies are from the ωB97M-V functional and the def2-TZVPD basis.

- HOMO energy (spin up / spin down) (eV) = -8.46 / -8.46
- gap between HOMO and LUMO (spin up / spin down) (eV) = 6.53 / 6.53
- LUMO (spin up / spin down) (eV) = -1.9 / -1.9
- energy relative to the best compared isomer or geometry (same formula, charge and spin) (eV) = 3.371
- calculated total energy (eV) = -34033.164
- strongest force on any atom (eV/Å) = 3.1

```
! RIJCOSX wB97M-V def2-TZVPD def2/J DEFGRID3
* xyz 0 1
C 0.5838 1.0046 1.2313
N -0.4422 1.6653 0.8774
O -0.7485 -1.5861 0.6969
P 1.2708 -0.4111 0.3430
P -2.0817 -0.9404 0.4129
S -1.5818 1.1369 -0.2221
H 1.0277 1.2348 2.1450
H 0.7221 0.1381 -0.8415
H -2.5653 -1.3464 -0.9816
*
```

Here is an isolated molecule of C4H11N3 in a non-equilibrium geometry from OMol25. Energies are from the ωB97M-V functional and the def2-TZVPD basis.

- HOMO energy (eV) = -7.97
- gap between HOMO and LUMO (eV) = 8.98
- LUMO (eV) = 1.0
- energy relative to the best compared isomer or geometry (same formula, charge and spin) (eV) = 4.063
- SMILES string = C=NN(N)C(C)C
- calculated total energy (eV) = -8793.556
- strongest force on any atom (eV/Å) = 4.2

```
! RIJCOSX wB97M-V def2-TZVPD def2/J DEFGRID3
* xyz 0 1
C 1.6047 -0.3134 -2.0728
N 0.7836 0.2842 -1.2717
N 0.5267 -0.3865 -0.1524
N 1.2444 -1.4230 0.3430
C -0.4828 0.1848 0.7634
C -1.8509 -0.1735 0.2231
C -0.4166 1.6830 1.1686
H 1.8364 0.1751 -3.1210
H 1.9522 -1.3039 -2.0040
H 2.3234 -1.4100 0.1831
H 0.8484 -2.3146 -0.0116
H -0.3661 -0.4526 1.6884
H -1.9925 0.2756 -0.7314
H -2.0411 -1.1596 0.2000
H -2.7463 0.2109 0.7694
H -0.6763 2.4278 0.4018
H 0.6033 1.9552 1.6526
H -1.1506 1.7405 1.9714
*
```

Here is a cluster of 7 separate species, C27H31Cl19F9N2S in total in a non-equilibrium geometry from OMol25. Energies are from the ωB97M-V functional and the def2-TZVPD basis.

- HOMO energy (eV) = -12.15
- gap between HOMO and LUMO (eV) = 8.48
- LUMO (eV) = -3.7
- calculated total energy (eV) = -304693.649
- strongest force on any atom (eV/Å) = 2.4

```
! RIJCOSX wB97M-V def2-TZVPD def2/J DEFGRID3
* xyz 1 1
C 2.5931 4.9193 -6.0380
C 2.6575 3.4315 -5.6133
C 2.0663 3.1783 -4.1904
C 1.7570 1.6648 -4.1042
C 1.1677 1.2540 -2.7521
C 1.5092 1.9504 -1.6267
C 0.9247 1.5843 -0.4255
C 1.2310 2.3602 0.8521
C 0.0478 3.2551 1.2767
C -0.1310 4.5288 0.3984
F -0.0549 5.6621 1.1076
F 0.9656 4.5652 -0.4413
C -1.3526 4.4742 -0.5634
F -1.0845 5.2888 -1.6004
F -1.5023 3.2628 -1.1131
S -2.9987 5.0431 0.1576
F -2.5596 4.6989 1.6571
F -3.5735 3.5513 0.0165
F -3.5435 5.3417 -1.3137
F -2.5358 6.5443 0.2559
F -4.4109 5.4777 0.7278
C 0.0003 0.5022 -0.3299
C -0.6528 0.0744 0.9761
C -0.0646 -1.2906 1.3877
C -0.8113 -1.9299 2.5729
Cl 1.7051 -1.0842 1.8009
C -0.2762 -0.1454 -1.5141
C -1.2456 -1.2920 -1.6575
C -1.0389 -2.2346 -2.6535
C -1.8769 -3.3128 -2.8869
C -2.9499 -3.4145 -2.0068
C -3.0540 -2.4467 -1.0221
N -2.2768 -1.3995 -0.8206
N 0.3092 0.2435 -2.6674
H 2.1926 5.5795 -5.2631
H 1.9771 5.0098 -6.9421
H 3.5967 5.2360 -6.3362
H 3.6950 3.0751 -5.5840
H 2.0862 2.7840 -6.2927
H 1.1622 3.7847 -4.0582
H 2.8241 3.4887 -3.4625
H 2.6257 1.0491 -4.3630
H 0.9347 1.5094 -4.8234
H 2.2084 2.7744 -1.6270
H 2.1950 2.8712 0.8138
H 1.3306 1.5882 1.6264
H 0.2047 3.5849 2.3103
H -0.8882 2.6848 1.2597
H -1.7389 0.0066 0.8815
H -0.4552 0.7648 1.7978
H -0.0701 -2.0054 0.5602
H -1.2308 -1.1351 3.2006
H -0.1245 -2.5243 3.1787
H -1.5721 -2.6214 2.1929
H -0.1605 -2.1277 -3.2944
H -1.7044 -4.0314 -3.6808
H -3.6572 -4.2368 -2.0730
H -3.8871 -2.5630 -0.3218
H 0.1017 -0.2357 -3.5370
C 1.8959 -5.1716 4.4183
Cl 0.8599 -4.9975 5.8330
Cl 1.1549 -6.2459 3.2268
Cl 2.2336 -3.5928 3.6974
H 2.8348 -5.6095 4.7352
C 5.8655 7.4469 -4.5314
Cl 5.5395 5.9686 -3.6131
Cl 7.3027 7.2512 -5.5313
Cl 4.4706 7.8834 -5.5191
H 6.0477 8.2488 -3.8271
C -6.4817 -4.4364 -4.3063
Cl -5.6139 -5.4551 -3.1488
Cl -8.1429 -4.1816 -3.7858
Cl -5.6483 -2.8923 -4.5192
H -6.4975 -4.9482 -5.2604
C 2.1972 -8.9391 7.4799
Cl 2.0789 -8.0291 5.9682
Cl 3.4365 -8.2458 8.5279
Cl 0.6396 -8.9814 8.2999
H 2.4829 -9.9561 7.2423
C -3.4538 6.5126 4.2101
Cl -2.4715 5.4933 5.2634
Cl -5.0207 6.8556 4.9416
Cl -2.5982 8.0097 3.8369
H -3.6219 5.9756 3.2877
C 2.0609 -13.3513 7.8910
Cl 2.9133 -12.5072 6.5899
Cl 0.9305 -12.2687 8.7086
Cl 1.2245 -14.7691 7.2611
H 2.7950 -13.6840 8.6140
*
```

Here is a cluster of 2 separate species, C4H6BrN in total in a non-equilibrium geometry from OMol25. Energies are from the ωB97M-V functional and the def2-TZVPD basis.

- HOMO energy (spin up / spin down) (eV) = -9.38 / -8.30
- gap between HOMO and LUMO (spin up / spin down) (eV) = 8.63 / 7.95
- LUMO (spin up / spin down) (eV) = -0.7 / -0.3
- energy relative to the best compared isomer or geometry (same formula, charge and spin) (eV) = 5.555
- calculated total energy (eV) = -75771.366
- strongest force on any atom (eV/Å) = 6.2

```
! RIJCOSX wB97M-V def2-TZVPD def2/J DEFGRID3
* xyz 0 1
C 0.9069 2.1544 0.0343
C 1.7779 0.2544 0.0350
C 0.9099 -0.8877 0.1216
C -0.5927 -0.7535 -0.0404
N 1.4837 -2.0532 0.1036
Br 3.5016 0.0907 -0.3610
H 1.6000 3.0059 0.0461
H -0.0443 2.2185 0.4905
H -0.9530 -0.8750 1.0779
H -0.9697 -1.5161 -0.5734
H -0.8943 0.1313 -0.4655
H 0.8611 -2.7113 0.3914
*
```

Here is an isolated molecule of C5H8O in a non-equilibrium geometry from OMol25. Energies are from the ωB97M-V functional and the def2-TZVPD basis.

- HOMO energy (eV) = -8.77
- gap between HOMO and LUMO (eV) = 9.75
- LUMO (eV) = 1.0
- energy relative to the best compared isomer or geometry (same formula, charge and spin) (eV) = 1.811
- SMILES string = OC1CC=CC1
- calculated total energy (eV) = -7360.445
- strongest force on any atom (eV/Å) = 2.0

```
! RIJCOSX wB97M-V def2-TZVPD def2/J DEFGRID3
* xyz 0 1
O 0.7887 -1.3410 1.2260
C 0.6822 -0.7393 -0.0625
C -0.7611 -0.8670 -0.5807
C -1.3935 0.4942 -0.3525
C -0.4446 1.4228 -0.2534
C 0.8455 0.7719 0.1244
H 1.6176 -1.0202 1.6112
H 1.3885 -1.2436 -0.7391
H -0.7261 -0.9982 -1.6684
H -1.2569 -1.7384 -0.1451
H -2.4600 0.6751 -0.2811
H -0.5504 2.4837 -0.0532
H 0.4415 0.8619 1.1542
H 1.8287 1.2382 0.0203
*
```

Here is a cluster of 2 separate species, C4H10N2 in total in a non-equilibrium geometry from OMol25. Energies are from the ωB97M-V functional and the def2-TZVPD basis.

- HOMO energy (eV) = -8.31
- gap between HOMO and LUMO (eV) = 9.25
- LUMO (eV) = 0.9
- energy relative to the best compared isomer or geometry (same formula, charge and spin) (eV) = 1.705
- SMILES string = C=CN.C=CN
- calculated total energy (eV) = -7288.915
- strongest force on any atom (eV/Å) = 1.9

```
! RIJCOSX wB97M-V def2-TZVPD def2/J DEFGRID3
* xyz 0 1
C -2.1742 0.4554 1.0638
C -2.1266 -0.4558 0.0836
N -1.4246 -0.5502 -1.0850
H -1.5924 1.3693 1.0190
H -2.8170 0.3249 1.9164
H -2.6767 -1.3800 0.2632
H -0.6189 0.0237 -1.1995
H -1.2598 -1.4841 -1.3905
C 2.2152 -0.8850 0.5449
C 1.8430 0.3904 0.4143
N 1.6404 1.0362 -0.8052
H 2.5138 -1.4859 -0.3042
H 2.3573 -1.3079 1.5260
H 1.5656 0.9796 1.2780
H 1.5678 0.4580 -1.6153
H 0.8721 1.6841 -0.8088
*
```

Here is the ion C3H9N2O with charge +1 in a non-equilibrium geometry from OMol25. Energies are from the ωB97M-V functional and the def2-TZVPD basis.

- HOMO energy (eV) = -14.76
- gap between HOMO and LUMO (eV) = 10.88
- LUMO (eV) = -3.9
- energy relative to the best compared isomer or geometry (same formula, charge and spin) (eV) = 2.791
- SMILES string = N[C@@H]1C[NH2+]CO1
- calculated total energy (eV) = -8276.283
- strongest force on any atom (eV/Å) = 5.2

```
! RIJCOSX wB97M-V def2-TZVPD def2/J DEFGRID3
* xyz 1 1
N 1.2113 1.1286 -1.3892
C 0.7201 -0.0064 -0.7632
C -0.7655 0.1909 -0.4976
N -1.0013 -0.1273 0.8634
C 0.3752 -0.8136 1.2701
O 1.3358 -0.2544 0.5367
H 0.8376 1.9759 -0.8898
H 2.1846 1.0709 -1.2569
H 1.0964 -0.8511 -1.2585
H -1.1243 1.1656 -0.6969
H -1.4175 -0.4239 -1.2546
H -1.2992 0.7890 1.4182
H -1.7191 -0.7654 1.2871
H 0.4218 -0.5706 2.3244
H 0.1815 -1.9646 1.1312
*
```

Copy entry 6 word for word.
Here is a cluster of 2 separate species, C4H10N2 in total in a non-equilibrium geometry from OMol25. Energies are from the ωB97M-V functional and the def2-TZVPD basis.

- HOMO energy (eV) = -8.31
- gap between HOMO and LUMO (eV) = 9.25
- LUMO (eV) = 0.9
- energy relative to the best compared isomer or geometry (same formula, charge and spin) (eV) = 1.705
- SMILES string = C=CN.C=CN
- calculated total energy (eV) = -7288.915
- strongest force on any atom (eV/Å) = 1.9

```
! RIJCOSX wB97M-V def2-TZVPD def2/J DEFGRID3
* xyz 0 1
C -2.1742 0.4554 1.0638
C -2.1266 -0.4558 0.0836
N -1.4246 -0.5502 -1.0850
H -1.5924 1.3693 1.0190
H -2.8170 0.3249 1.9164
H -2.6767 -1.3800 0.2632
H -0.6189 0.0237 -1.1995
H -1.2598 -1.4841 -1.3905
C 2.2152 -0.8850 0.5449
C 1.8430 0.3904 0.4143
N 1.6404 1.0362 -0.8052
H 2.5138 -1.4859 -0.3042
H 2.3573 -1.3079 1.5260
H 1.5656 0.9796 1.2780
H 1.5678 0.4580 -1.6153
H 0.8721 1.6841 -0.8088
*
```

> strongest force on any atom of number 2 (C4H11N3)?

4.2 eV/Å